# 1
{"formula": "H4O2", "method": "wB97M-V/def2-TZVPD", "smiles": "O.O", "charge": 0, "spin_multiplicity": 1, "symbols": ["H", "H", "H", "H", "O", "O"], "coordinates": [[-1.0943, -0.5872, -0.2304], [-2.5745, -0.2710, -0.2658], [1.8287, -0.0244, 0.8634], [1.8260, 0.8675, -0.3408], [-1.7528, 0.1098, 0.0540], [1.7668, -0.0947, -0.0804]], "forces_ev_per_a": [[-0.77, 1.32, 0.56], [-0.28, 0.13, 0.04], [0.02, -0.23, 0.88], [-0.16, -1.60, 0.13], [1.14, -1.41, -0.59], [0.06, 1.78, -1.02]], "mulliken_charge": [0.331, 0.313, 0.317, 0.329, -0.643, -0.648]}

***

# 2
{"formula": "C6H6N2O2", "method": "wB97M-V/def2-TZVPD", "smiles": "Nc1cncc(C(=O)O)c1", "charge": 0, "spin_multiplicity": 1, "symbols": ["C", "C", "C", "C", "C", "C", "H", "H", "H", "H", "H", "H", "N", "N", "O", "O"], "coordinates": [[1.6487, -0.1975, -0.6702], [1.1885, -1.1809, -1.4766], [-0.9590, -0.9791, -0.5656], [-0.5540, 0.1109, 0.1749], [0.7130, 0.5081, 0.1695], [-1.4360, 0.8589, 1.0675], [3.6433, -0.5074, -1.2146], [3.2602, 0.8283, 0.0264], [2.0678, -1.8026, -2.1178], [-1.9473, -1.5762, -0.6386], [1.2671, 1.5987, 0.6656], [-2.3365, 0.6709, 2.7546], [2.9839, 0.2670, -0.8927], [-0.0697, -1.6447, -1.3921], [-1.7163, 0.1399, 2.2186], [-2.0290, 1.8238, 0.8216]], "forces_ev_per_a": [[0.77, 2.51, 0.30], [0.78, -3.41, -1.11], [0.25, -3.62, -2.56], [-1.40, -0.08, 0.87], [6.35, 2.87, -0.78], [-1.22, -3.63, 1.85], [-1.12, 1.65, 1.09], [0.02, -1.88, -2.86], [-2.90, 1.64, 1.42], [1.37, 1.93, 0.81], [-2.38, -3.55, -1.12], [0.23, -0.15, -0.38], [0.22, 0.35, 2.83], [-0.32, 1.34, 0.70], [0.57, 0.38, -0.16], [-1.22, 3.66, -0.91]], "mulliken_charge": [1.088, -0.251, -0.393, 0.697, -0.490, 0.148, 0.262, 0.262, 0.082, 0.340, 0.036, 0.332, -0.637, -0.564, -0.464, -0.448]}

***

# 3
{"formula": "C4H8N2O", "method": "wB97M-V/def2-TZVPD", "charge": 0, "spin_multiplicity": 1, "symbols": ["C", "C", "C", "C", "N", "N", "O", "H", "H", "H", "H", "H", "H", "H", "H"], "coordinates": [[1.1270, 1.6759, 0.0305], [0.4818, -1.0290, -1.5692], [0.1431, -1.0648, -0.0367], [-0.4656, 0.3058, 0.4521], [1.7756, 2.6054, -0.2104], [-0.5805, 0.5990, 1.7851], [-1.4805, 0.7965, -0.2797], [0.7632, -2.0190, -1.8420], [1.3653, -0.5090, -1.6883], [-0.4278, -0.7939, -2.0534], [-0.4382, -1.9379, 0.3121], [0.9699, -1.1691, 0.5796], [-1.5675, 0.8571, 2.1581], [-0.0002, -0.0060, 2.4199], [-1.6657, 1.6891, -0.0577]], "forces_ev_per_a": [[-1.09, -1.06, -0.32], [-1.15, -1.98, 3.07], [-1.43, 1.62, -0.76], [0.92, 0.46, -0.24], [-0.08, -0.21, 0.15], [-1.44, -1.13, 2.12], [0.62, -1.90, -0.78], [-0.06, -1.08, -0.30], [1.22, 2.00, -0.72], [-0.39, 0.84, -1.05], [-0.66, 0.65, -0.54], [2.18, -0.02, 0.83], [2.58, -0.78, -1.02], [-1.04, 1.14, -0.87], [-0.17, 1.44, 0.44]], "mulliken_charge": [0.080, -1.184, -0.783, 0.587, -0.504, -0.464, -0.482, 0.378, 0.377, 0.316, 0.418, 0.389, 0.244, 0.234, 0.394]}

***

Ordered DFT total energy results: -4159.7384; -13392.5744; -9302.7825; unit eV.
Ordered gap between HOMO and LUMO results: 0.454; 0.347; 0.370; unit Ha.
Ordered relative energy (zero: lowest compared OMol25 entry of this formula, charge and spin) results: 19.3; 198.0; 348.4; unit kJ/mol.